#A
The following is a DFT calculation (the ωB97M-V functional and the def2-TZVPD basis) of 15 unconnected molecules or ions with the total composition C45H105N15O15.

Positions of all 180 atoms, in Å:
C (0.23, 2.01, 3.39)
C (-0.75, 2.81, 4.15)
O (-0.53, 3.28, 5.23)
N (-1.88, 2.93, 3.51)
C (-2.94, 3.81, 3.98)
H (-0.23, 1.15, 2.91)
H (0.91, 1.53, 4.10)
H (0.77, 2.69, 2.74)
H (-1.86, 2.74, 2.52)
H (-3.34, 4.34, 3.12)
H (-2.76, 4.62, 4.70)
H (-3.81, 3.29, 4.38)
C (5.64, 0.29, 3.46)
C (4.84, 1.16, 2.58)
O (3.65, 0.99, 2.52)
N (5.46, 2.09, 1.87)
C (4.83, 2.94, 0.86)
H (6.12, -0.52, 2.91)
H (4.95, -0.29, 4.07)
H (6.40, 0.92, 3.92)
H (6.45, 2.21, 2.04)
H (5.52, 3.30, 0.09)
H (4.53, 3.78, 1.48)
H (3.96, 2.53, 0.35)
C (-3.18, 4.80, -0.15)
C (-2.97, 3.34, -0.16)
O (-2.27, 2.76, 0.76)
N (-3.25, 2.68, -1.22)
C (-3.28, 1.31, -1.37)
H (-2.27, 5.28, 0.22)
H (-4.12, 5.13, 0.28)
H (-3.26, 5.25, -1.14)
H (-3.66, 3.33, -1.88)
H (-2.61, 1.10, -2.21)
H (-4.22, 0.79, -1.55)
H (-2.87, 0.75, -0.53)
C (0.79, 1.56, -7.40)
C (-0.48, 0.70, -7.51)
O (-1.07, 0.60, -8.56)
N (-0.97, 0.20, -6.40)
C (-0.40, 0.26, -5.06)
H (0.85, 2.19, -6.52)
H (0.75, 2.28, -8.21)
H (1.62, 0.85, -7.44)
H (-1.89, -0.21, -6.51)
H (-0.48, 1.26, -4.63)
H (0.63, -0.08, -5.15)
H (-0.95, -0.45, -4.44)
C (1.18, 8.04, -2.05)
C (1.14, 6.74, -1.33)
O (0.15, 5.97, -1.44)
N (2.11, 6.54, -0.42)
C (2.19, 5.43, 0.57)
H (1.72, 8.13, -2.99)
H (1.57, 8.93, -1.55)
H (0.14, 8.30, -2.28)
H (2.80, 7.28, -0.36)
H (3.17, 5.46, 1.05)
H (2.02, 4.46, 0.11)
H (1.38, 5.58, 1.29)
C (-2.25, -3.31, 4.04)
C (-2.77, -2.14, 4.92)
O (-2.30, -1.06, 4.66)
N (-3.74, -2.40, 5.73)
C (-4.28, -1.36, 6.61)
H (-2.73, -3.42, 3.07)
H (-2.34, -4.31, 4.47)
H (-1.21, -3.03, 3.85)
H (-3.91, -3.33, 6.09)
H (-3.53, -0.57, 6.63)
H (-4.61, -1.60, 7.62)
H (-5.12, -0.90, 6.08)
C (0.88, 1.47, -0.91)
C (0.66, 0.07, -0.42)
O (1.41, -0.85, -0.75)
N (-0.36, -0.02, 0.44)
C (-0.68, -1.26, 1.21)
H (0.28, 2.29, -0.51)
H (0.71, 1.51, -1.98)
H (1.94, 1.74, -0.88)
H (-0.84, 0.86, 0.62)
H (-1.65, -1.55, 0.81)
H (-0.59, -1.03, 2.27)
H (0.03, -2.05, 0.94)
C (-3.22, -6.46, 0.95)
C (-2.99, -5.11, 0.30)
O (-2.30, -4.32, 0.91)
N (-3.66, -4.72, -0.80)
C (-4.59, -5.60, -1.56)
H (-2.54, -6.51, 1.80)
H (-2.86, -7.23, 0.26)
H (-4.22, -6.72, 1.30)
H (-3.45, -3.82, -1.19)
H (-4.21, -6.62, -1.56)
H (-4.78, -5.21, -2.56)
H (-5.50, -5.61, -0.97)
C (3.79, 0.05, -4.14)
C (3.31, 1.49, -4.07)
O (2.17, 1.65, -3.92)
N (4.25, 2.40, -4.03)
C (3.94, 3.82, -4.27)
H (3.87, -0.29, -3.10)
H (4.79, 0.14, -4.58)
H (3.28, -0.67, -4.78)
H (5.09, 2.05, -3.62)
H (4.15, 4.19, -3.26)
H (2.86, 3.97, -4.32)
H (4.59, 4.38, -4.93)
C (-7.09, -2.75, -1.23)
C (-5.79, -2.04, -0.71)
O (-4.97, -1.60, -1.48)
N (-5.65, -2.06, 0.63)
C (-4.50, -1.67, 1.48)
H (-7.88, -2.66, -0.48)
H (-6.85, -3.81, -1.26)
H (-7.43, -2.43, -2.21)
H (-6.35, -2.54, 1.19)
H (-4.59, -0.60, 1.68)
H (-3.61, -1.63, 0.86)
H (-4.30, -2.15, 2.44)
C (0.69, -2.89, 7.11)
C (1.44, -2.64, 5.88)
O (2.20, -3.55, 5.52)
N (1.13, -1.61, 5.04)
C (1.86, -1.43, 3.82)
H (1.22, -3.65, 7.69)
H (-0.28, -3.30, 6.82)
H (0.51, -1.93, 7.58)
H (0.36, -0.96, 5.11)
H (1.50, -0.59, 3.24)
H (1.59, -2.36, 3.33)
H (2.94, -1.61, 3.91)
C (-1.84, 7.60, -4.98)
C (-1.36, 6.20, -5.24)
O (-1.34, 5.76, -6.40)
N (-0.86, 5.45, -4.17)
C (-0.24, 4.10, -4.26)
H (-2.93, 7.51, -5.04)
H (-1.42, 8.14, -5.84)
H (-1.54, 7.90, -3.98)
H (-0.94, 5.81, -3.23)
H (0.38, 3.96, -5.15)
H (-1.11, 3.50, -4.54)
H (0.32, 3.95, -3.35)
C (1.08, -5.63, 1.34)
C (0.67, -6.31, 2.62)
O (0.42, -7.49, 2.69)
N (0.47, -5.50, 3.72)
C (0.19, -6.14, 5.04)
H (1.93, -6.26, 1.06)
H (1.44, -4.60, 1.39)
H (0.28, -5.78, 0.62)
H (1.05, -4.68, 3.76)
H (-0.89, -6.06, 5.19)
H (0.55, -5.67, 5.96)
H (0.42, -7.20, 5.01)
C (3.98, -2.47, 0.57)
C (5.38, -2.03, 0.34)
O (6.19, -2.63, 1.01)
N (5.74, -1.15, -0.62)
C (6.99, -0.51, -0.74)
H (3.42, -2.76, -0.32)
H (3.37, -1.84, 1.22)
H (3.93, -3.38, 1.17)
H (5.24, -1.12, -1.50)
H (7.83, -0.98, -0.24)
H (7.02, 0.53, -0.41)
H (7.27, -0.60, -1.79)
C (1.93, -3.73, -3.34)
C (0.39, -3.57, -3.32)
O (-0.36, -4.33, -4.00)
N (-0.12, -2.62, -2.55)
C (-1.54, -2.44, -2.21)
H (2.37, -2.85, -3.80)
H (2.18, -4.57, -3.99)
H (2.28, -4.01, -2.35)
H (0.45, -1.98, -2.03)
H (-2.12, -3.33, -2.47)
H (-1.93, -1.61, -2.79)
H (-1.72, -2.33, -1.14)

Its net charge is 0. As for the HOMO energy: -8.94 eV. The value obtained for the LUMO energy is -0.0459 eV. The value obtained for the gap between HOMO and LUMO is 8.898 eV.

Results of the Mulliken charge analysis, in e, for atoms 1 through 4:
1 C 0.2741
2 C 0.4222
3 O -0.7297
4 N 0.3593

---

#B
The following is a DFT calculation (the ωB97M-V functional and the def2-TZVPD basis) of 15 unconnected molecules or ions with the total composition C45H105N15O15.

Positions of all 180 atoms, in Å:
C (-0.73, 0.94, 0.41)
O (-0.93, 1.00, 1.62)
N (0.17, 0.15, -0.10)
C (0.36, 0.16, -1.57)
C (0.73, -1.03, 0.64)
H (-1.22, 1.57, -0.35)
H (-0.49, 0.03, -2.24)
H (0.95, -0.68, -1.93)
H (0.81, 1.08, -1.94)
H (0.03, -1.86, 0.53)
H (1.79, -1.11, 0.40)
H (0.85, -0.77, 1.69)
C (-4.72, 2.48, -1.23)
O (-3.54, 2.01, -1.19)
N (-5.48, 2.50, -0.15)
C (-6.87, 3.02, -0.04)
C (-5.05, 2.02, 1.16)
H (-5.11, 3.01, -2.12)
H (-7.13, 3.77, -0.79)
H (-7.00, 3.61, 0.87)
H (-7.65, 2.27, 0.11)
H (-5.82, 1.35, 1.53)
H (-4.05, 1.60, 1.14)
H (-5.00, 2.83, 1.88)
C (-1.53, 3.79, -3.71)
O (-2.12, 4.85, -3.52)
N (-1.65, 3.10, -4.89)
C (-0.68, 2.07, -5.21)
C (-2.63, 3.54, -5.93)
H (-0.77, 3.35, -3.05)
H (-1.02, 1.25, -5.84)
H (-0.47, 1.43, -4.35)
H (0.24, 2.44, -5.66)
H (-2.21, 4.38, -6.48)
H (-2.86, 2.88, -6.77)
H (-3.51, 3.96, -5.46)
C (-4.19, 2.43, 5.92)
O (-3.72, 3.43, 6.41)
N (-3.52, 1.49, 5.17)
C (-4.30, 0.46, 4.43)
C (-2.09, 1.38, 5.03)
H (-5.26, 2.19, 5.85)
H (-4.15, 0.75, 3.39)
H (-5.37, 0.67, 4.54)
H (-4.03, -0.56, 4.70)
H (-1.83, 1.28, 3.98)
H (-1.55, 2.29, 5.29)
H (-1.66, 0.42, 5.30)
C (5.63, 1.00, 2.74)
O (5.23, 0.45, 3.78)
N (5.11, 0.73, 1.54)
C (5.46, 1.42, 0.32)
C (4.04, -0.36, 1.34)
H (6.41, 1.78, 2.72)
H (6.04, 2.34, 0.40)
H (4.57, 1.65, -0.25)
H (6.18, 0.80, -0.22)
H (3.74, -0.88, 2.25)
H (3.10, 0.17, 1.19)
H (4.20, -1.06, 0.52)
C (3.31, -4.26, 1.36)
O (2.52, -3.36, 1.41)
N (3.09, -5.60, 0.91)
C (4.10, -6.59, 1.00)
C (1.79, -6.05, 0.32)
H (4.34, -4.06, 1.70)
H (4.29, -7.13, 0.07)
H (3.85, -7.28, 1.80)
H (5.00, -6.11, 1.39)
H (1.37, -6.91, 0.84)
H (1.05, -5.25, 0.37)
H (1.85, -6.25, -0.75)
C (0.82, -1.35, 6.72)
O (-0.33, -1.77, 6.41)
N (1.83, -1.06, 5.79)
C (3.15, -0.67, 6.22)
C (1.66, -1.28, 4.38)
H (1.14, -1.22, 7.77)
H (3.26, -0.19, 7.19)
H (3.53, 0.16, 5.62)
H (3.91, -1.45, 6.23)
H (2.24, -2.11, 3.98)
H (0.67, -1.70, 4.19)
H (1.83, -0.39, 3.77)
C (-5.28, -1.95, -5.49)
O (-5.10, -3.11, -5.82)
N (-4.46, -1.23, -4.81)
C (-4.85, 0.11, -4.32)
C (-3.09, -1.61, -4.45)
H (-6.16, -1.43, -5.91)
H (-4.43, 0.84, -5.01)
H (-4.40, 0.43, -3.39)
H (-5.93, 0.21, -4.21)
H (-2.45, -1.39, -5.30)
H (-2.75, -1.15, -3.52)
H (-3.00, -2.68, -4.24)
C (-2.31, 6.53, 1.41)
O (-2.58, 7.14, 2.44)
N (-2.02, 5.25, 1.33)
C (-1.78, 4.67, 0.02)
C (-2.02, 4.35, 2.47)
H (-2.25, 6.96, 0.39)
H (-2.69, 4.88, -0.53)
H (-1.70, 3.58, 0.02)
H (-0.82, 4.96, -0.42)
H (-1.01, 4.26, 2.87)
H (-2.69, 4.72, 3.25)
H (-2.32, 3.36, 2.12)
C (-1.45, -5.69, 1.68)
O (-2.29, -4.97, 1.07)
N (-0.51, -5.25, 2.49)
C (0.33, -6.10, 3.23)
C (-0.48, -3.82, 2.77)
H (-1.34, -6.79, 1.69)
H (-0.10, -6.27, 4.22)
H (1.30, -5.63, 3.41)
H (0.50, -7.02, 2.68)
H (-0.98, -3.82, 3.74)
H (0.53, -3.44, 2.87)
H (-1.13, -3.33, 2.04)
C (-6.00, -1.02, 0.42)
O (-6.70, -1.13, 1.37)
N (-4.66, -1.30, 0.29)
C (-4.10, -1.35, -1.12)
C (-3.91, -1.87, 1.38)
H (-6.36, -0.61, -0.54)
H (-3.11, -0.89, -1.21)
H (-4.76, -0.93, -1.87)
H (-3.83, -2.40, -1.25)
H (-3.64, -2.90, 1.15)
H (-2.91, -1.45, 1.39)
H (-4.38, -1.67, 2.35)
C (2.41, 3.75, -2.83)
O (1.79, 3.42, -1.79)
N (2.78, 2.96, -3.82)
C (2.70, 1.52, -3.69)
C (3.40, 3.43, -5.11)
H (2.72, 4.79, -2.98)
H (1.69, 1.13, -3.84)
H (2.93, 1.42, -2.63)
H (3.43, 1.00, -4.30)
H (4.29, 2.90, -5.47)
H (2.76, 3.44, -6.00)
H (3.71, 4.47, -4.99)
C (0.12, -5.26, -2.94)
O (1.02, -5.89, -3.48)
N (0.18, -4.00, -2.41)
C (-0.96, -3.24, -1.86)
C (1.47, -3.27, -2.28)
H (-0.92, -5.63, -2.97)
H (-1.84, -3.86, -1.72)
H (-1.17, -2.44, -2.58)
H (-0.65, -2.94, -0.86)
H (2.42, -3.80, -2.34)
H (1.55, -2.43, -2.96)
H (1.47, -2.84, -1.28)
C (3.15, 3.85, 1.13)
O (4.14, 4.49, 0.77)
N (2.92, 3.48, 2.41)
C (3.82, 3.93, 3.42)
C (1.75, 2.67, 2.80)
H (2.36, 3.50, 0.45)
H (4.26, 3.07, 3.92)
H (3.25, 4.44, 4.20)
H (4.51, 4.68, 3.03)
H (1.08, 3.28, 3.39)
H (1.20, 2.26, 1.95)
H (2.03, 1.78, 3.36)
C (4.62, -1.34, -2.77)
O (3.79, -0.76, -2.04)
N (5.72, -0.77, -3.39)
C (6.66, -1.34, -4.38)
C (6.00, 0.58, -2.97)
H (4.49, -2.41, -2.99)
H (7.64, -0.87, -4.24)
H (6.29, -0.98, -5.34)
H (6.62, -2.43, -4.40)
H (5.36, 1.13, -2.29)
H (7.04, 0.57, -2.63)
H (6.01, 1.15, -3.90)

Its net charge is 0. As for the HOMO energy: -8.54 eV. The value obtained for the LUMO energy is -0.1679 eV. The value obtained for the gap between HOMO and LUMO is 8.369 eV.

Results of the Mulliken charge analysis, in e, for atoms 1 through 4:
1 C 0.4462
2 O -0.7225
3 N 1.4008
4 C 1.6513

---

Relative energies with respect to the most stable structure, expressed in kJ/mol: #A 0.0; #B 607.0.

---

#A
The following is a DFT calculation (the ωB97M-V functional and the def2-TZVPD basis) of 2 unconnected molecules or ions with the total composition C3H8O3S.

Positions of all 15 atoms, in Å:
O (-2.51, 0.55, -0.86)
C (-3.21, -0.17, -0.18)
O (-4.38, 0.20, 0.32)
O (-2.86, -1.39, 0.22)
H (-4.71, 1.20, 0.17)
H (-2.33, -1.79, -0.45)
C (1.80, 0.53, -0.31)
C (0.43, 0.18, 0.03)
S (0.20, -1.70, -0.30)
H (2.67, 0.18, 0.20)
H (1.94, 0.27, -1.32)
H (1.86, 1.68, -0.33)
H (-0.21, 0.73, -0.63)
H (0.08, 0.25, 1.02)
H (0.38, -2.29, 0.93)

Its net charge is 0. As for the HOMO energy: -9.12 eV. The SMILES is O=C(O)O.CCS. The value obtained for the LUMO energy is 0.4701 eV. The value obtained for the gap between HOMO and LUMO is 9.593 eV.

Results of the natural (NBO) charge analysis, in e, for atoms 1 through 4:
1 O -0.6591
2 C 0.9839
3 O -0.6962
4 O -0.6795

---

#B
The following is a DFT calculation (the ωB97M-V functional and the def2-TZVPD basis) of 2 unconnected molecules or ions with the total composition C3H8O3S.

Positions of all 15 atoms, in Å:
O (-0.48, 0.29, 2.57)
C (-0.59, -0.32, 1.52)
O (-1.32, -1.50, 1.46)
C (0.04, 0.12, 0.29)
C (0.23, -1.01, -0.69)
S (0.46, -0.58, -2.36)
H (-1.43, -1.93, 2.33)
H (-0.67, 0.98, -0.29)
H (0.94, 0.83, 0.58)
H (-0.72, -1.49, -0.63)
H (1.02, -1.77, -0.51)
H (-0.73, -0.02, -2.40)
O (1.03, 3.09, 0.04)
H (1.85, 2.43, -0.20)
H (0.55, 2.41, -0.45)

Its net charge is 0. As for the HOMO energy: -9.57 eV. The SMILES is O=C(O)CCS.O. The value obtained for the LUMO energy is 0.3859 eV. The value obtained for the gap between HOMO and LUMO is 9.952 eV.

Results of the natural (NBO) charge analysis, in e, for atoms 1 through 4:
1 O -0.5577
2 C 0.7644
3 O -0.7199
4 C -0.5248

---

Relative energies with respect to the most stable structure, expressed in kJ/mol: #A 0.0; #B 113.8.